Density functional theory data (ωB97M-V/def2-TZVPD) for the molecule C6H12O.

Structure (ORCA input):
```
! RIJCOSX wB97M-V def2-TZVPD def2/J DEFGRID3
* xyz 0 1
C -0.549 0.378 -2.333
C 0.148 0.856 -1.071
O 0.211 2.270 -1.161
C -0.601 0.446 0.201
C -0.556 -1.094 0.468
C -0.426 -0.993 1.935
C 1.002 -1.006 2.348
H -0.584 -0.716 -2.377
H -0.021 0.750 -3.215
H -1.575 0.764 -2.359
H 1.168 0.434 -1.034
H 0.662 2.596 -0.372
H -1.640 0.784 0.148
H 0.300 -1.537 -0.072
H -1.486 -1.555 0.121
H -0.150 0.998 1.043
H 1.770 -0.900 1.561
H 1.091 -2.029 2.754
H 1.215 -0.340 3.191
*
```

Energy (eV): -8460.5061
Lowest unoccupied orbital energy (eV): 0.6
Gap between HOMO and LUMO (eV): 8.88
HOMO energy (eV): -8.3
Energy relative to the best compared isomer or geometry (same formula, charge and spin) (kcal per mole): 88.7

Mulliken population analysis, charges in e, atoms 1 to 8: atom 1 (C): -1.334, atom 2 (C): 0.345, atom 3 (O): -0.548, atom 4 (C): -0.544, atom 5 (C): -0.390, atom 6 (C): -0.577, atom 7 (C): -0.802, atom 8 (H): 0.346

Density functional theory data (ωB97M-V/def2-TZVPD) for a structure of composition C15H30BCl2F4N3S5SeW.

Structure (ORCA input):
```
! RIJCOSX wB97M-V def2-TZVPD def2/J DEFGRID3
* xyz 2 3
W -0.230 -0.388 0.159
C -2.568 2.115 -1.021
C -2.431 2.551 0.422
S -1.661 1.307 1.486
C -3.072 0.290 1.999
C -3.672 -0.619 0.938
S -2.386 -1.710 0.282
C -2.879 -1.976 -1.433
C -1.679 -2.501 -2.207
S -0.177 -1.472 -2.157
C -0.435 -0.293 -3.498
C -1.448 0.771 -3.153
S -0.978 1.455 -1.561
H -2.799 2.972 -1.655
H -3.330 1.352 -1.168
H -3.394 2.811 0.862
H -1.771 3.412 0.500
H -3.825 0.984 2.371
H -2.698 -0.282 2.847
H -4.134 -0.069 0.121
H -4.429 -1.257 1.394
H -3.268 -1.044 -1.837
H -3.671 -2.723 -1.441
H -1.924 -2.639 -3.261
H -1.350 -3.459 -1.805
H -0.722 -0.872 -4.376
H 0.552 0.134 -3.682
H -2.464 0.381 -3.117
H -1.414 1.591 -3.871
Se 1.816 1.092 0.289
C 0.952 2.726 0.392
N 0.398 3.737 0.436
F 0.816 0.850 3.478
B 0.931 -0.480 3.449
F -0.268 -0.866 2.161
F 2.057 -1.011 2.921
F 0.344 -1.175 4.446
Cl 4.842 -0.360 -0.001
C 4.656 -0.117 -1.739
Cl 3.055 -0.676 -2.342
H 5.412 -0.693 -2.254
H 4.737 0.941 -1.951
C -0.686 -3.685 2.682
N 0.768 -3.768 2.617
C 1.412 -4.119 3.894
C 1.480 -3.567 1.518
S 1.042 -2.590 0.097
N 2.605 -4.260 1.361
C 2.740 -5.626 1.891
C 3.675 -3.877 0.436
H -1.078 -4.678 2.912
H -1.080 -3.365 1.728
H -0.985 -2.995 3.466
H 1.018 -3.451 4.651
H 2.484 -3.970 3.824
H 1.195 -5.148 4.180
H 1.792 -5.977 2.283
H 3.503 -5.678 2.667
H 3.037 -6.270 1.064
H 3.734 -2.803 0.357
H 3.510 -4.314 -0.550
H 4.612 -4.256 0.840
*
```

Energy (eV): -178443.9867
Lowest unoccupied orbital energy (spin up / spin down) (eV): -6.4 / -7.4
Gap between HOMO and LUMO (spin up / spin down) (eV): 7.23 / 6.87
HOMO energy (spin up / spin down) (eV): -13.7 / -14.3
Energy relative to the best compared isomer or geometry (same formula, charge and spin) (kcal per mole): 7.5

Mulliken population analysis, charges in e, atoms 1 to 8: atom 1 (W): 0.335, atom 2 (C): -0.480, atom 3 (C): -1.083, atom 4 (S): 0.183, atom 5 (C): -0.902, atom 6 (C): -0.907, atom 7 (S): 0.147, atom 8 (C): -0.709

Density functional theory data (ωB97M-V/def2-TZVPD) for a cluster of 2 separate species, C4H12NO2 in total at a distorted geometry.

Structure (ORCA input):
```
! RIJCOSX wB97M-V def2-TZVPD def2/J DEFGRID3
* xyz -1 1
C -1.669 -0.802 1.222
C -1.030 0.607 0.848
N -0.996 0.822 -0.628
C 0.373 0.403 -1.224
C 0.586 -1.177 -1.299
O -0.531 -1.804 -1.551
H -1.492 -1.068 2.332
H -0.995 -1.521 0.789
H -2.607 -1.036 0.732
H -1.534 1.574 1.331
H 0.080 0.569 1.247
H -1.806 0.250 -0.989
H 1.216 0.863 -0.733
H 0.165 0.658 -2.305
H 1.420 -1.213 -2.070
H 1.062 -1.359 -0.233
H 2.297 2.187 0.830
H 2.561 0.604 0.692
O 2.900 1.445 1.009
*
```

Energy (eV): -9926.0005
Lowest unoccupied orbital energy (eV): 3.9
Gap between HOMO and LUMO (eV): 6.63
HOMO energy (eV): -2.7
Energy relative to the best compared isomer or geometry (same formula, charge and spin) (kcal per mole): 51.3

Mulliken population analysis, charges in e, atoms 1 to 8: atom 1 (C): -1.013, atom 2 (C): -0.058, atom 3 (N): -0.462, atom 4 (C): -0.421, atom 5 (C): -0.387, atom 6 (O): -0.821, atom 7 (H): 0.332, atom 8 (H): 0.270

Density functional theory data (ωB97M-V/def2-TZVPD) for a structure of composition C8H9HgNO5 at a distorted geometry.

Structure (ORCA input):
```
! RIJCOSX wB97M-V def2-TZVPD def2/J DEFGRID3
* xyz 2 1
O 0.614 -2.819 -2.500
C 0.785 -1.695 -2.596
Hg 1.901 0.827 -1.673
O -3.420 -0.146 -4.577
C -2.464 0.117 -4.015
C 3.531 0.249 -3.667
O 4.362 -0.093 -4.353
C 0.818 2.797 -2.475
O 0.715 3.935 -2.390
C -1.032 -0.120 3.269
N -0.260 -0.561 2.119
C 0.666 -1.663 2.252
C -0.267 0.031 0.911
C -1.204 1.143 0.594
O 0.554 -0.426 0.067
H -0.776 -0.749 4.123
H -2.114 -0.195 3.083
H -0.815 0.928 3.525
H 0.415 -2.465 1.545
H 1.693 -1.345 2.024
H 0.617 -2.048 3.268
H -0.636 2.031 0.305
H -1.826 0.853 -0.259
H -1.861 1.414 1.421
*
```

Energy (eV): -24323.9126
Lowest unoccupied orbital energy (spin up / spin down) (eV): -11.4 / -11.4
Gap between HOMO and LUMO (spin up / spin down) (eV): 5.36 / 5.35
HOMO energy (spin up / spin down) (eV): -16.7 / -16.7
Energy relative to the best compared isomer or geometry (same formula, charge and spin) (kcal per mole): 30.0

Mulliken population analysis, charges in e, atoms 1 to 8: atom 1 (O): -0.066, atom 2 (C): 0.103, atom 3 (Hg): 1.397, atom 4 (O): -0.135, atom 5 (C): 0.133, atom 6 (C): 0.146, atom 7 (O): 0.015, atom 8 (C): 0.126

Density functional theory data (ωB97M-V/def2-TZVPD) for the molecule C20H19Cl2FN2O at a distorted geometry.

Structure (ORCA input):
```
! RIJCOSX wB97M-V def2-TZVPD def2/J DEFGRID3
* xyz 0 1
C 1.324 -1.649 2.649
C -0.172 -1.277 2.829
C -0.263 -0.543 4.156
N 0.271 0.845 4.068
C -0.550 1.685 3.188
C -1.236 0.872 2.101
C -1.076 -0.453 1.955
C -2.030 -1.144 1.010
N -1.510 -0.760 -0.277
C -0.639 -1.641 -1.035
O -0.137 -2.623 -0.542
C -0.441 -1.314 -2.480
C 0.175 -0.037 -2.845
C 0.691 0.907 -1.871
C 1.446 0.512 -0.730
C 2.098 1.571 -0.010
C 1.888 2.920 -0.316
C 0.963 3.287 -1.368
Cl 0.562 4.920 -1.606
C 0.415 2.293 -2.154
C 0.313 0.145 -4.183
C -0.167 -0.729 -5.197
C -0.613 -1.949 -4.795
Cl -1.063 -3.127 -6.010
C -0.687 -2.294 -3.417
F -1.426 -3.256 -3.093
H 1.834 -0.687 2.398
H 1.525 -2.283 1.795
H 1.782 -2.013 3.652
H -0.638 -2.255 2.807
H -1.311 -0.568 4.432
H 0.340 -1.073 4.972
H 1.246 0.739 3.844
H -1.339 2.087 3.756
H -0.087 2.550 2.745
H -1.804 1.409 1.403
H -2.024 -2.221 1.126
H -3.042 -0.669 1.114
H -1.747 0.170 -0.632
H 1.744 -0.533 -0.525
H 2.820 1.398 0.739
H 2.290 3.791 0.217
H -0.190 2.394 -3.098
H 0.748 1.046 -4.473
H -0.282 -0.444 -6.297
*
```

Energy (eV): -53836.1471
Lowest unoccupied orbital energy (eV): 0.0
Gap between HOMO and LUMO (eV): 8.42
HOMO energy (eV): -8.4
SMILES string: C[C@H]1CNCC=C1CNC(=O)c1c(-c2cccc(Cl)c2)ccc(Cl)c1F

Mulliken population analysis, charges in e, atoms 1 to 8: atom 1 (C): -1.186, atom 2 (C): 0.494, atom 3 (C): -1.233, atom 4 (N): -0.334, atom 5 (C): -1.006, atom 6 (C): -0.779, atom 7 (C): 1.075, atom 8 (C): -1.575

Density functional theory data (ωB97M-V/def2-TZVPD) for the molecule C8H9NOS at a distorted geometry.

Structure (ORCA input):
```
! RIJCOSX wB97M-V def2-TZVPD def2/J DEFGRID3
* xyz 0 1
C 0.631 -0.827 1.894
C -0.312 -0.761 0.685
C -1.794 -0.800 1.143
C -0.033 -1.626 -0.450
O -0.095 -2.836 -0.448
N 0.357 -0.888 -1.539
C 0.583 0.459 -1.340
C 0.797 1.686 -2.031
C 0.581 2.830 -1.356
S 0.012 2.545 0.279
C 0.094 0.841 -0.113
H 1.599 -0.417 1.558
H 0.668 -1.899 2.218
H 0.239 -0.121 2.667
H -2.548 -0.931 0.401
H -2.012 0.097 1.563
H -1.870 -1.488 2.013
H 0.768 -1.463 -2.356
H 1.297 1.843 -3.041
H 1.037 3.756 -1.749
*
```

Energy (eV): -22813.0318
Lowest unoccupied orbital energy (eV): 0.7
Gap between HOMO and LUMO (eV): 8.97
HOMO energy (eV): -8.3
SMILES string: CC1(C)C(=O)Nc2ccsc21
Energy relative to the best compared isomer or geometry (same formula, charge and spin) (kcal per mole): 51.1

Mulliken population analysis, charges in e, atoms 1 to 8: atom 1 (C): -1.499, atom 2 (C): 1.873, atom 3 (C): -1.723, atom 4 (C): -0.375, atom 5 (O): -0.634, atom 6 (N): -0.086, atom 7 (C): 0.080, atom 8 (C): -0.545